1.
The following is a quantum chemistry calculation of a 23-piece molecular cluster, C48H86Cl17O29P overall at a distorted geometry, from OMol25.

Highest occupied orbital energy (eV): -8.858
Orbital gap (eV): 6.9
Charge: 0

Each line ends with the Löwdin charge.
Element x y z (Å)
1 C -1.81459 4.49054 -1.95884  -0.120
2 C -0.92667 3.24839 -1.78345  -0.278
3 C -1.24594 2.42412 -0.53049  -0.239
4 C -0.09147 1.56421 -0.00868  -0.230
5 P 0.18392 -0.00901 -0.84139  1.050
6 C 1.35149 0.26305 -2.18855  -0.268
7 C 1.90678 -0.97496 -2.95676  -0.221
8 C 3.14950 -0.50273 -3.72874  -0.256
9 C 2.88289 0.61150 -4.77252  -0.100
10 C 0.80361 -1.23361 0.35787  -0.220
11 C -0.38585 -1.72701 1.18477  -0.235
12 C -0.00006 -2.92282 2.12289  -0.218
13 C 0.98790 -2.57210 3.23352  -0.083
14 C -1.35912 -0.70410 -1.62345  -0.249
15 C -1.87025 -0.10384 -2.94162  -0.248
16 C -2.80721 -1.13634 -3.59462  -0.250
17 C -4.22538 -1.04291 -3.00016  -0.110
18 H -1.48818 4.87734 -2.92470  0.041
19 H -1.56934 5.16585 -1.14455  0.032
20 H -2.86086 4.18458 -1.98119  0.072
21 H 0.11149 3.60551 -1.83142  0.087
22 H -0.84678 2.61102 -2.67222  0.049
23 H -2.11684 1.82376 -0.80713  0.102
24 H -1.56864 3.08137 0.27414  0.024
25 H -0.44802 1.26916 0.98409  0.093
26 H 0.91359 1.98468 0.06766  0.092
27 H 2.12152 0.83272 -1.65469  0.077
28 H 0.85856 1.01064 -2.81485  0.074
29 H 1.12232 -1.33895 -3.61950  0.080
30 H 2.31459 -1.76207 -2.32104  0.079
31 H 3.47951 -1.44982 -4.16609  0.072
32 H 3.89753 -0.15233 -3.01493  0.115
33 H 2.22008 0.33655 -5.58488  0.046
34 H 3.88125 0.98619 -5.02234  0.047
35 H 2.58281 1.53517 -4.26958  0.021
36 H 1.58301 -0.86040 1.02429  0.093
37 H 1.22169 -2.05393 -0.23058  0.090
38 H -1.17828 -2.19039 0.59159  0.076
39 H -0.90553 -0.96177 1.76700  0.098
40 H 0.39458 -3.70989 1.47934  0.078
41 H -0.93457 -3.30410 2.53850  0.086
42 H 1.02829 -3.39505 3.95689  0.060
43 H 0.64382 -1.74346 3.85742  0.064
44 H 2.03557 -2.45981 2.95730  0.056
45 H -2.04679 -0.63384 -0.77314  0.088
46 H -1.16063 -1.77721 -1.68963  0.085
47 H -0.95794 0.00453 -3.52990  0.043
48 H -2.32298 0.87733 -2.80972  0.087
49 H -2.40542 -2.13971 -3.46161  0.098
50 H -2.85337 -0.81574 -4.63726  0.072
51 H -4.62350 -0.03117 -3.04188  0.000
52 H -4.13157 -1.30376 -1.94146  0.065
53 H -4.90066 -1.76999 -3.44867  0.078
54 Cl 4.00062 1.10629 1.82478  0.598
55 O 3.96642 0.11950 0.74814  -0.406
56 O 4.11217 0.50858 3.12057  -0.350
57 O 5.17913 1.87036 1.61010  -0.345
58 O 2.85417 1.90503 1.76601  -0.351
59 C 3.37721 -1.55858 5.63116  0.085
60 C 2.48869 -0.92962 6.43255  -0.212
61 C 2.35727 -1.16969 7.88450  -0.308
62 O 1.57376 -0.51966 8.55187  0.121
63 C 3.42850 -2.01163 8.44609  0.079
64 C 4.22005 -2.73674 7.65946  -0.229
65 C 4.24667 -2.59678 6.17067  -0.298
66 O 4.98633 -3.27273 5.47230  0.100
67 O 5.17563 -3.54886 8.15108  0.099
68 O 1.64808 -0.01722 5.92491  0.104
69 H 3.38693 -1.38529 4.56378  0.104
70 H 3.55216 -1.96779 9.51952  0.136
71 H 5.66472 -3.93028 7.40588  0.111
72 H 1.24652 0.54608 6.60007  0.107
73 C 5.29371 -4.04135 -3.15159  0.061
74 C 4.39297 -4.65759 -3.93017  -0.226
75 C 4.05487 -6.13209 -3.84720  -0.307
76 O 3.20056 -6.66629 -4.53192  0.098
77 C 4.75453 -6.81446 -2.74970  0.076
78 C 5.70404 -6.22399 -2.01424  -0.221
79 C 6.01226 -4.75883 -2.10323  -0.322
80 O 6.84723 -4.27308 -1.36308  0.121
81 O 6.27954 -6.89626 -1.00269  0.110
82 O 3.58752 -3.97660 -4.75529  -0.005
83 H 5.46152 -2.98913 -3.34130  0.129
84 H 4.52974 -7.85812 -2.57523  0.136
85 H 6.78719 -6.26188 -0.47190  0.121
86 H 3.08848 -4.59200 -5.31469  0.060
87 C -6.33133 6.06052 -1.57190  0.074
88 C -5.41116 6.93687 -1.94680  -0.198
89 C -5.29953 8.38333 -1.45780  -0.316
90 O -4.41628 9.15014 -1.76851  0.107
91 C -6.40619 8.73643 -0.59128  0.071
92 C -7.35958 7.87917 -0.21381  -0.219
93 C -7.37594 6.43813 -0.60871  -0.310
94 O -8.19767 5.66490 -0.16883  0.108
95 O -8.40286 8.23271 0.56988  0.103
96 O -4.33485 6.58272 -2.70900  0.052
97 H -6.22098 5.05763 -1.96511  0.130
98 H -6.40492 9.77400 -0.28023  0.140
99 H -8.75507 7.40184 0.92932  0.115
100 H -3.96726 7.37463 -3.12798  0.098
101 C -1.48955 0.91400 7.29889  0.063
102 C -1.59532 1.59465 6.14500  -0.206
103 C -1.57103 0.91925 4.78115  -0.310
104 O -1.44108 1.51827 3.74910  0.084
105 C -1.69970 -0.54854 4.84386  0.075
106 C -1.67297 -1.17773 6.02017  -0.217
107 C -1.54046 -0.52517 7.34837  -0.342
108 O -1.49928 -1.17944 8.37073  0.132
109 O -1.76126 -2.52360 6.08982  0.070
110 O -1.71580 2.93255 6.06322  0.099
111 H -1.54267 1.43320 8.24755  0.142
112 H -1.79887 -1.13149 3.93754  0.116
113 H -1.38085 -2.88652 6.90545  0.085
114 H -1.60896 3.21305 5.14140  0.089
115 O 0.68256 -5.96059 4.81881  -0.063
116 H -0.28786 -5.94389 4.87799  0.010
117 H 0.86437 -6.35887 3.96381  0.044
118 O -2.06754 -5.12135 4.36511  -0.050
119 H -2.66652 -5.18123 5.11584  0.056
120 H -1.59756 -4.28772 4.50027  0.014
121 O 0.32253 -4.16357 7.22819  -0.032
122 H -0.01112 -4.84023 7.82530  0.058
123 H 0.65036 -4.64866 6.46242  0.007
124 O -0.22148 -5.70023 0.13059  -0.072
125 H 0.59948 -5.75813 -0.37120  0.002
126 H -0.07678 -6.26869 0.89089  0.037
127 O 2.51347 -4.98961 0.36595  -0.077
128 H 2.72428 -4.26195 -0.23084  -0.005
129 H 2.91842 -4.72164 1.20409  -0.001
130 O 3.97656 -2.73327 -0.38444  -0.037
131 H 4.80736 -2.76287 -0.86901  0.030
132 H 3.89193 -1.81464 -0.09811  0.014
133 O 4.10424 -4.14311 2.64971  -0.045
134 H 4.47228 -3.29367 2.91703  0.045
135 H 3.91723 -4.59367 3.47943  0.043
136 O -3.84387 -2.88966 2.37432  -0.066
137 H -3.47089 -3.28539 1.57375  -0.021
138 H -4.40652 -2.18115 2.05137  0.029
139 O -3.18312 -3.96010 -0.13803  -0.043
140 H -2.63640 -4.74962 -0.02121  0.049
141 H -3.12341 -3.76105 -1.07650  0.042
142 C 3.69018 5.12408 -2.73970  -0.939
143 Cl 3.63654 3.36986 -2.33223  0.541
144 Cl 2.08461 5.92599 -2.81044  0.489
145 H 4.30261 5.62225 -1.99824  0.029
146 H 4.04225 5.23363 -3.75854  0.018
147 C -0.92074 1.79280 -6.68404  -1.002
148 Cl -0.58789 0.07768 -6.23188  0.538
149 Cl -0.32300 2.86285 -5.47806  0.583
150 H -0.36497 1.97633 -7.59981  0.028
151 H -1.98030 1.87101 -6.90559  -0.005
152 C -1.57626 5.66005 2.04733  -0.988
153 Cl -2.59779 4.18596 2.36830  0.534
154 Cl -0.09677 5.37947 1.21638  0.620
155 H -2.18922 6.31455 1.42972  0.019
156 H -1.48951 6.19984 2.98644  0.033
157 C -3.99804 4.21723 -4.96164  -1.008
158 Cl -3.57820 5.05263 -6.47259  0.528
159 Cl -4.04539 2.43653 -5.04250  0.543
160 H -3.32928 4.47641 -4.14770  -0.020
161 H -4.99293 4.53356 -4.66417  0.017
162 C 0.00998 -4.86987 -4.86427  -0.942
163 Cl 0.77653 -4.30018 -3.32585  0.547
164 Cl 0.65134 -3.85588 -6.13881  0.568
165 H 0.18361 -5.93354 -4.99978  0.039
166 H -1.06273 -4.74374 -4.74658  0.023
167 C -0.07491 8.71964 -1.62264  -1.022
168 Cl -1.14987 9.85101 -0.78978  0.525
169 Cl -0.90246 7.74762 -2.83695  0.539
170 H 0.69677 9.36417 -2.02986  0.028
171 H 0.31929 8.01048 -0.90128  0.001
172 C -7.40382 1.98286 -0.35817  -1.020
173 Cl -6.57405 1.27242 -1.75778  0.526
174 Cl -9.10393 2.30532 -0.66757  0.528
175 H -7.31806 1.28653 0.46849  0.027
176 H -6.92989 2.93992 -0.16549  0.005
177 C 5.93394 -0.87756 -5.96393  -1.033
178 Cl 4.95189 -1.93759 -6.97293  0.539
179 Cl 6.31507 0.63285 -6.79289  0.522
180 H 5.38565 -0.65241 -5.05613  -0.014
181 H 6.87004 -1.38053 -5.74210  0.029



2.
The following is a quantum chemistry calculation of an isolated ion of composition C14H27F4N4O and charge +1 at a distorted geometry, from OMol25.

Highest occupied orbital energy (eV): -12.594
Orbital gap (eV): 8.7
Charge: +1
ΔE to the lowest compared entry with this formula, charge and spin (kcal per mole): 27.3

Each line ends with the natural charge from an NBO analysis.
Element x y z (Å)
1 C 4.19997 2.71139 1.33178  -0.612
2 C 3.75716 1.21657 1.02300  -0.406
3 C 2.21384 1.11023 0.73819  -0.428
4 C 1.93196 1.18985 -0.78861  -0.046
5 C 2.64063 0.02644 -1.60883  -0.655
6 N 0.49749 1.38018 -1.12856  -0.695
7 C -0.38200 0.44618 -0.51807  0.780
8 N -0.32645 -0.91077 -0.84872  -0.651
9 C 0.33020 -1.78185 0.15598  -0.229
10 C -0.20660 -3.26136 0.00816  -0.499
11 C 0.99365 -4.16592 -0.33941  0.984
12 F 1.78942 -4.29507 0.73144  -0.315
13 F 1.65205 -3.60067 -1.38018  -0.331
14 F 0.56361 -5.38421 -0.69042  -0.307
15 N -1.28025 0.88647 0.31298  -0.303
16 C -2.29074 0.03679 0.97003  -0.258
17 C -3.67460 0.20563 0.22645  -0.434
18 C -3.71256 -0.59304 -1.13546  -0.235
19 N -4.91654 -1.48954 -1.15966  -0.802
20 C -1.24540 2.35867 0.57524  -0.331
21 C -2.35367 2.82409 1.54241  0.848
22 O -3.29368 3.39102 1.21499  -0.459
23 F -2.23807 2.51345 2.86719  -0.336
24 H 5.13719 2.90474 0.76994  0.224
25 H 4.33279 2.83345 2.41937  0.227
26 H 3.43051 3.38294 0.90062  0.195
27 H 4.36923 0.89321 0.15851  0.210
28 H 4.06053 0.56669 1.87013  0.224
29 H 1.77674 2.01246 1.22942  0.209
30 H 1.75549 0.23695 1.24313  0.204
31 H 2.44823 2.11396 -1.13304  0.227
32 H 3.08848 -0.74521 -0.95362  0.227
33 H 1.97342 -0.40416 -2.38343  0.203
34 H 3.49154 0.46408 -2.17582  0.242
35 H 0.33602 1.44263 -2.13342  0.412
36 H 0.01409 -1.06457 -1.79403  0.412
37 H -0.02497 -1.43502 1.15232  0.211
38 H 1.43097 -1.71477 0.18502  0.229
39 H -0.91591 -3.25094 -0.84300  0.238
40 H -0.76154 -3.58015 0.90707  0.248
41 H -2.06182 -1.04291 0.90244  0.237
42 H -2.38499 0.24511 2.05646  0.258
43 H -4.52155 -0.15739 0.83659  0.257
44 H -3.82340 1.26796 -0.05881  0.228
45 H -3.76477 0.07336 -2.01695  0.199
46 H -2.82065 -1.24472 -1.26012  0.166
47 H -4.65246 -2.26907 -0.54780  0.342
48 H -4.88988 -1.91138 -2.09361  0.359
49 H -0.27620 2.64906 1.02680  0.262
50 H -1.39651 2.91914 -0.36410  0.270



3.
The following is a quantum chemistry calculation of one molecule with the formula C5H10O, from OMol25.

Highest occupied orbital energy (eV): -10.099
Orbital gap (eV): 11.1
Charge: 0
ΔE to the lowest compared entry with this formula, charge and spin (kcal per mole): 28.0

Each line ends with the natural charge from an NBO analysis.
Element x y z (Å)
1 C 1.72121 0.52794 0.51142  -0.602
2 C 0.87150 0.17467 -0.70281  -0.419
3 C -0.57542 -0.08567 -0.33532  0.207
4 C -0.95651 -1.51626 -0.02102  -0.634
5 C -1.30130 1.03897 0.25671  -0.113
6 O -1.54470 0.63793 -1.08033  -0.492
7 H 1.58852 -0.22529 1.29107  0.202
8 H 1.38847 1.48690 0.91466  0.202
9 H 2.79193 0.60917 0.29811  0.214
10 H 1.23470 -0.73558 -1.18365  0.203
11 H 0.90313 0.98443 -1.43664  0.221
12 H -1.31770 -2.00123 -0.92850  0.227
13 H -0.11970 -2.11684 0.34038  0.213
14 H -1.74499 -1.60637 0.72813  0.217
15 H -0.83148 2.01456 0.40580  0.177
16 H -2.10767 0.81267 0.94199  0.176



4.
The following is a quantum chemistry calculation of a 2-piece molecular cluster, C4H11N4 overall at a distorted geometry, from OMol25.

Highest occupied orbital energy (eV): -14.045
Orbital gap (eV): 9.2
Charge: +1
ΔE to the lowest compared entry with this formula, charge and spin (kcal per mole): 170.6

Each line ends with the natural charge from an NBO analysis.
Element x y z (Å)
1 C 1.08281 0.81518 0.24457  0.388
2 C -0.13305 1.35351 -0.34233  -0.310
3 C 1.77395 -1.54106 -0.51576  -0.442
4 C -2.38521 0.52684 0.14093  -0.331
5 N 1.96967 1.55412 0.72018  -0.548
6 N 0.91635 -0.62810 0.19320  -0.289
7 N -1.14140 0.25358 -0.38604  -0.197
8 N -0.43371 -0.83672 0.15390  -0.159
9 H -0.53306 2.17829 0.18399  0.251
10 H 0.00264 1.70149 -1.45150  0.264
11 H 2.23983 -0.85497 -1.32594  0.233
12 H 2.60642 -1.98682 0.18582  0.254
13 H 1.11609 -2.38160 -1.02304  0.227
14 H -3.29430 0.04261 -0.35609  0.251
15 H -2.25862 -0.13781 1.24110  0.116
16 H -2.38520 1.57284 0.10732  0.235
17 H 2.90119 1.13514 1.00370  0.386
18 H -0.74938 -1.77879 -0.31610  0.450
19 H -1.29503 -0.98772 1.54208  0.221



5.
The following is a quantum chemistry calculation of C23H30BrKN4O3 as an isolated structure, from OMol25.

Highest occupied orbital energy (eV): -7.410
Orbital gap (eV): 7.5
Charge: 0
ΔE to the lowest compared entry with this formula, charge and spin (kcal per mole): 9.5

Each line ends with the natural charge from an NBO analysis.
Element x y z (Å)
1 K -1.07729 0.61951 -0.62351  0.908
2 C -5.15543 -4.03210 0.91198  -0.635
3 C -5.01505 -2.60668 0.47800  -0.051
4 C -6.10504 -1.85939 0.02638  -0.156
5 C -5.94216 -0.54130 -0.35072  -0.259
6 C -4.66158 -0.01154 -0.25874  0.137
7 Br -4.38192 1.82847 -0.62856  0.073
8 N -3.60466 -0.68940 0.13849  -0.469
9 C -3.78901 -1.96134 0.50376  0.038
10 H -6.06411 -4.17741 1.49637  0.223
11 H -4.30938 -4.34703 1.51949  0.227
12 H -5.20503 -4.70462 0.05745  0.229
13 H -7.09006 -2.30798 -0.01062  0.221
14 H -6.76947 0.06713 -0.68068  0.237
15 H -2.90690 -2.48598 0.85176  0.205
16 C 4.62737 -0.81388 0.10072  -0.588
17 C 4.20886 0.65839 -0.03807  -0.130
18 C 4.44146 1.36466 1.30495  -0.580
19 C 5.08047 1.32536 -1.11078  -0.585
20 C 2.78477 0.73350 -0.41287  -0.311
21 C 1.59349 0.77702 -0.68952  -0.549
22 H 5.68773 -0.89245 0.35185  0.195
23 H 4.45098 -1.35059 -0.83157  0.210
24 H 4.05044 -1.29946 0.88871  0.203
25 H 5.49415 1.31023 1.59055  0.195
26 H 3.84113 0.90420 2.08986  0.211
27 H 4.15608 2.41555 1.24085  0.190
28 H 6.13604 1.27241 -0.83619  0.192
29 H 4.80352 2.37381 -1.22975  0.201
30 H 4.94432 0.83519 -2.07433  0.213
31 O 0.20637 2.46837 1.87809  -0.665
32 C -0.12137 3.13351 0.78350  0.818
33 O -1.16884 2.93944 0.20800  -0.673
34 C 0.94145 4.07198 0.25801  -0.205
35 N 2.00277 4.23766 1.26439  -0.644
36 C 1.87641 5.60739 1.77562  -0.226
37 C 1.38064 6.42992 0.59083  -0.418
38 C 0.41215 5.47149 -0.11098  -0.412
39 H 1.34013 3.52414 -0.60295  0.277
40 H 2.90811 4.09107 0.83637  0.382
41 H 1.10627 2.82322 2.09613  0.520
42 H 2.82380 5.94085 2.19801  0.208
43 H 1.13971 5.61274 2.58534  0.185
44 H 2.22083 6.66651 -0.06637  0.200
45 H 0.91006 7.36866 0.87896  0.217
46 H 0.39228 5.61641 -1.18877  0.224
47 H -0.61116 5.60061 0.24462  0.218
48 N -2.98206 -5.48048 -2.13675  -0.823
49 C -1.78842 -5.73301 -1.53201  0.660
50 O -1.43123 -6.86664 -1.27960  -0.604
51 C -0.93990 -4.55041 -1.17047  -0.214
52 C 0.29940 -4.78889 -0.58073  -0.109
53 C 1.10196 -3.70950 -0.27240  -0.261
54 C 0.64409 -2.42515 -0.54715  0.059
55 N -0.55222 -2.18359 -1.08555  -0.470
56 C -1.30857 -3.23102 -1.39301  0.061
57 H -3.48327 -6.28166 -2.48176  0.407
58 H -3.20651 -4.57836 -2.51325  0.391
59 H 0.60202 -5.81007 -0.39579  0.244
60 H 2.07904 -3.83951 0.17061  0.228
61 H 1.24645 -1.54350 -0.34216  0.256
62 H -2.26406 -2.98644 -1.84406  0.174



6.
The following is a quantum chemistry calculation of one molecule with the formula C4H5NO at a distorted geometry, from OMol25.

Highest occupied orbital energy (alpha / beta) (eV): -9.170 / -9.760
Orbital gap (alpha / beta) (eV): 7.6 / 8.4
Charge: 0
ΔE to the lowest compared entry with this formula, charge and spin (kcal per mole): 99.6

Each line ends with the natural charge from an NBO analysis.
Element x y z (Å)
1 C 0.61289 0.05466 -1.01008  -0.074
2 C -0.16302 -1.16792 -0.92336  0.459
3 C 0.56761 0.75145 0.24181  -0.501
4 C -0.60005 0.13198 0.88758  -0.292
5 N -0.88817 -1.02566 0.19546  -0.216
6 O -0.50481 -2.15435 -1.50053  -0.533
7 H 0.76999 0.43397 -1.97390  0.211
8 H 1.42156 0.38791 0.96677  0.251
9 H 0.47897 1.83680 0.24079  0.237
10 H -0.31722 -0.14660 1.90307  0.223
11 H -1.37774 0.89774 0.97240  0.237